Entry 1:
17
Properties=species:S:1:pos:R:3:forces:R:3 method="wB97M-V/def2-TZVPD" e_homo_ev=-9.17 total_charge=0 total_energy_ev=-20933.2719 smiles="O[C@H]1CCC/C1=C/Cl"
Cl 3.611 0.189 0.109 -0.050 1.243 -0.077
O 0.574 1.991 -0.865 -6.557 2.904 1.512
C 0.295 1.171 0.247 1.675 -4.798 1.198
C -0.237 -1.289 -0.379 2.554 -2.703 0.309
C -1.504 -0.563 -0.190 -3.063 -1.440 1.378
C -1.182 0.691 0.693 -0.443 1.778 0.574
C 0.894 -0.290 -0.076 -2.714 1.581 -1.046
C 2.127 -0.620 -0.251 4.184 -5.216 1.840
H 2.587 -1.844 -0.110 -2.340 3.401 -1.310
H -1.349 0.640 1.949 0.881 -0.387 -3.702
H -1.892 1.494 0.409 0.158 -0.169 0.241
H -0.027 -2.224 0.370 -0.832 2.000 -1.921
H 0.905 1.453 1.102 -0.281 0.674 0.282
H -0.423 2.582 -0.678 4.645 -1.711 -1.800
H -0.254 -1.646 -1.473 0.741 0.114 1.804
H -1.880 -0.404 -1.303 0.060 0.451 2.775
H -2.245 -1.330 0.446 1.383 2.279 -2.058


Entry 2:
150
Properties=species:S:1:pos:R:3:forces:R:3 method="wB97M-V/def2-TZVPD" e_homo_ev=-9.57 total_charge=0 total_energy_ev=-93987.9647
O -3.106 1.594 -2.234 0.601 0.309 0.851
O -1.942 4.438 3.290 0.853 1.365 -0.459
O -1.839 -1.886 -2.228 0.161 -0.383 -1.116
O -2.065 4.044 -1.531 -1.111 0.314 0.559
O -2.732 -0.397 3.691 -0.064 0.425 -0.312
O -2.579 -4.747 4.148 -1.119 0.060 -0.049
O 1.415 -0.553 0.324 0.443 0.284 0.578
O 1.351 -3.111 -2.722 -0.007 -0.343 0.533
O -4.327 -1.099 -2.481 0.254 -0.905 -0.038
O -1.667 1.666 2.428 -0.810 -0.242 -0.798
O -2.896 -0.143 -4.523 0.576 0.756 0.287
O -4.384 -1.300 1.420 0.525 0.045 1.040
O 0.524 2.438 4.046 -2.122 -1.709 -1.646
O 4.355 -2.795 -1.622 -1.292 -0.507 -0.823
O -0.603 -0.799 5.146 1.173 -1.133 -0.051
O 1.899 -2.996 1.432 0.776 -0.072 0.225
O 3.088 0.729 -1.684 -0.673 1.668 -0.708
O 3.191 1.963 1.067 -0.627 0.561 -1.598
O 0.295 -3.544 4.663 -0.709 0.130 0.257
O 0.544 -0.007 -2.391 0.158 -0.982 -0.283
O 4.918 -2.995 1.129 -0.750 -0.854 0.060
O 1.859 -0.494 -5.790 -0.455 0.550 -0.186
O -0.928 -3.774 -0.673 1.187 -0.569 -1.821
O -2.198 -3.301 1.491 -0.959 -1.216 1.134
O 1.872 4.531 2.531 0.543 0.752 -0.166
O 4.500 3.096 3.153 -0.730 -0.141 -0.776
O -2.188 5.777 0.529 0.246 0.089 -0.211
O 1.462 2.352 -4.848 1.278 -0.225 -0.776
O 3.234 -2.777 -7.421 -0.992 -0.347 1.046
O 1.549 4.693 -3.353 2.584 0.590 0.022
C 4.051 4.305 3.698 1.165 1.570 0.516
C -0.892 5.536 -0.060 -0.899 -0.697 0.658
C 3.441 2.142 -1.414 -0.658 -1.608 1.043
C 0.315 2.931 -4.315 -1.299 -0.647 -0.221
C -4.832 -0.828 2.708 0.435 0.282 -0.827
C -1.679 -0.871 -4.523 -0.478 -2.595 -1.206
C -2.884 2.472 2.303 -0.512 -1.283 -0.979
C 5.135 -1.837 -0.990 1.828 -1.235 0.455
C -4.737 -0.119 -1.581 0.181 1.773 -0.230
C 0.245 1.422 5.078 0.698 1.063 -1.223
C -1.830 -2.206 -3.714 -0.536 3.044 1.835
C 2.781 2.674 -0.166 2.489 0.720 1.658
C -3.396 -4.912 2.977 1.142 -1.423 -1.320
C 2.414 -2.897 -6.224 1.030 1.277 1.025
C -0.922 4.129 -0.674 -0.373 0.068 0.273
C -0.035 -4.645 -1.452 -1.223 0.924 -0.146
C -3.680 0.884 -1.123 0.044 0.694 -0.288
C -0.240 0.364 -1.277 1.770 0.367 2.128
C -2.864 3.425 3.472 -1.421 0.023 0.193
C 0.506 4.431 -4.206 -1.609 -1.204 0.489
C -3.929 -1.113 3.892 0.186 -0.068 -0.872
C 0.469 0.023 4.589 -1.244 -1.002 -0.392
C 0.048 -0.609 -0.088 1.193 0.899 -2.226
C 0.924 -2.984 2.449 0.238 0.231 -0.207
C 3.124 5.142 2.860 0.018 1.494 -1.015
C 4.846 -1.726 0.495 -0.829 1.796 0.678
C 1.427 -3.548 3.758 -1.491 -0.441 0.413
C -2.552 -4.681 1.713 -0.250 -0.159 0.218
C 1.358 -4.163 -1.741 -0.098 -0.251 -0.277
C 2.544 -1.624 -5.335 1.699 -1.175 -0.251
H -3.235 -4.843 4.857 0.745 0.093 0.182
H 2.229 -3.004 4.271 -0.253 0.110 -0.391
H 1.848 -3.759 -0.856 -0.070 -0.382 0.260
H 5.152 -1.030 -1.673 -0.530 1.677 0.227
H 3.192 3.703 0.019 -0.394 -0.752 -0.362
H 0.100 -3.559 2.060 -0.491 -0.528 0.402
H 1.929 -5.046 -2.141 -0.371 0.682 0.375
H -0.096 5.628 0.674 0.140 -0.023 0.127
H 0.141 1.401 -0.980 -1.080 -1.167 -0.385
H -0.812 1.472 5.351 0.284 0.343 0.612
H -1.028 -2.904 -3.795 0.465 -0.399 -0.535
H -3.784 1.769 2.313 1.147 0.904 0.313
H -5.126 0.232 2.591 0.578 -0.264 0.239
H -0.781 6.312 -0.812 0.144 -0.152 -0.265
H -5.636 0.364 -1.897 -0.534 0.699 -0.777
H 2.239 -2.779 -2.565 0.518 0.667 -0.432
H -3.752 -2.198 3.954 0.150 0.181 -0.087
H 3.576 4.194 4.704 0.331 -0.299 -0.557
H 1.740 2.810 -0.274 -1.356 -0.314 0.182
H 0.681 4.830 -5.194 -0.063 0.262 -0.477
H -0.524 -4.935 -2.393 -0.025 0.414 -0.007
H -0.993 3.285 0.097 0.459 1.211 -0.753
H -2.735 -1.594 -1.907 0.342 -0.350 -1.156
H 4.946 5.028 3.846 -1.054 -1.243 0.009
H 2.201 -0.153 -6.618 0.250 -0.129 -0.165
H 2.738 -3.766 -5.613 -0.221 0.460 -0.344
H -1.930 -0.649 4.195 -0.286 -0.460 0.691
H -2.801 -2.560 -3.940 -0.838 -1.066 -0.329
H 2.339 0.773 -2.342 0.852 -0.432 1.004
H -1.346 -3.127 -1.324 0.313 -0.251 0.484
H -1.278 0.252 -1.486 -0.626 0.636 -0.317
H 3.954 2.838 2.352 0.595 0.202 1.073
H -4.490 -0.840 4.790 0.270 0.315 0.181
H -1.976 0.756 2.711 0.035 0.945 -0.193
H 3.022 6.133 3.400 -0.454 -1.057 -0.172
H -2.594 2.382 -1.872 -0.762 -0.782 -0.666
H 3.683 -3.625 -7.467 0.150 0.116 -0.374
H -2.635 2.872 4.392 -0.273 -0.107 -0.156
H 1.754 3.757 3.082 -0.173 -0.429 0.459
H 5.652 -1.129 0.931 -0.027 0.098 -0.044
H -1.064 4.201 3.602 0.202 -0.261 0.072
H 0.395 -0.078 3.503 0.324 0.342 -0.066
H 2.045 -1.849 -4.397 0.363 -0.093 0.093
H -0.083 4.030 -1.357 0.398 -0.362 0.235
H -3.112 -5.136 0.864 0.118 0.664 0.278
H -0.334 -1.768 5.076 -0.151 1.124 0.064
H -0.559 -0.349 0.731 -0.858 0.219 1.169
H -2.201 5.454 1.440 0.239 -0.111 0.157
H 1.538 1.406 -4.644 -0.300 0.271 -0.223
H 2.009 -0.236 -0.383 -0.159 0.071 -0.294
H 1.021 1.534 5.860 -1.081 0.755 0.017
H -5.737 -1.305 2.949 -1.508 -0.919 0.176
H -0.124 -1.616 -0.436 -0.447 -0.343 0.053
H -1.412 -1.072 -5.581 -0.316 -0.401 0.382
H -3.841 3.944 3.594 0.383 -0.519 -0.068
H -4.291 -4.287 3.013 0.034 -0.019 -0.055
H 3.101 2.783 -2.194 -0.052 0.346 -0.980
H 4.505 2.196 -1.281 0.540 -0.099 -0.157
H 4.382 -3.545 -1.039 -0.085 -0.860 0.417
H 0.104 2.363 -3.417 -0.221 0.686 0.988
H -2.960 0.324 -0.521 0.518 -0.117 -0.219
H -2.724 0.748 -4.153 -0.320 -0.577 0.105
H -5.028 -0.579 -0.696 -0.404 -1.313 1.588
H -3.583 -1.855 1.544 -0.374 0.146 -0.110
H 6.184 -2.172 -1.020 0.103 -0.221 -0.013
H -1.552 -3.377 0.781 0.384 0.251 -0.644
H -0.818 -0.407 -4.171 1.065 1.589 1.028
H 0.498 -1.999 2.657 0.261 0.239 -0.228
H -0.133 2.177 3.225 1.766 0.760 2.592
H -2.809 4.509 -1.057 1.023 -0.468 -0.494
H 0.524 -0.988 -2.368 0.151 0.396 -0.516
H 0.020 -5.560 -0.935 0.232 -1.098 1.024
H -0.585 2.745 -4.916 0.065 0.022 -0.485
H -1.657 -5.348 1.799 -0.278 0.706 0.115
H 1.857 -2.151 0.958 -0.026 0.361 -0.086
H 3.660 -1.455 -5.206 -1.204 0.135 0.148
H 1.718 -4.579 3.650 0.515 -0.456 -0.255
H 1.352 -2.928 -6.368 -0.647 -0.583 -0.979
H -0.514 -4.019 4.332 1.199 0.441 0.015
H 3.913 -1.133 0.719 0.576 -0.943 -0.187
H -3.997 -0.782 -3.349 -0.177 0.637 0.406
H 3.595 5.505 1.892 -0.327 -0.889 0.804
H 2.339 4.536 -3.918 -0.447 0.123 1.034
H -2.974 2.982 1.266 0.639 -0.538 1.739
H -0.386 4.881 -3.758 -0.069 -0.075 -0.316
H 2.582 1.239 1.229 -0.231 -0.266 -0.011
H -4.042 1.645 -0.393 -0.510 -0.622 -0.456
H -3.660 -6.015 2.842 -0.131 1.288 0.534
H 4.083 -3.332 1.548 0.677 1.120 -0.893
H 1.430 -0.292 4.944 0.528 -0.677 -0.051